No. 1
Molecular formula: C4H32N3O10
Method: DFT, ωB97M-V with the def2-TZVPD basis set

```
49
Properties=species:S:1:pos:R:3
O 2.40153 -0.41386 -1.57113
O -1.13193 3.33597 1.35235
O -1.19854 0.50444 2.70856
O -2.59278 -1.33097 -2.53032
O -2.10303 -3.64821 -0.32550
O 3.13715 1.61652 -3.09027
O 3.51957 -2.43448 2.24555
O 1.01579 -1.15033 0.33402
O 1.26620 -0.23696 4.75533
O 3.52467 -2.98638 -1.00314
N -0.17006 0.18292 -1.85267
N -3.28093 1.24902 0.95915
N 1.61688 1.87148 -0.08180
C 0.27777 2.05353 -0.36342
C -0.59008 1.38972 -1.11859
C -2.01946 1.85765 -1.22645
C -3.01657 0.86277 -0.50899
H 3.05032 -1.16955 -1.53292
H 3.74283 -2.79322 -0.07963
H 4.04926 -3.72974 -1.26830
H -2.31966 -3.80627 0.59691
H -2.29700 2.82392 -0.85259
H -2.84901 -1.89936 -3.24772
H 3.89854 2.07025 -2.74022
H 2.42167 1.78138 -2.44024
H -3.94065 1.03877 -1.16720
H -4.24091 1.15019 1.18300
H -1.38563 2.46709 1.66916
H 0.12040 -1.13963 0.67547
H -1.99409 -4.48036 -0.83146
H 0.65587 -0.30328 -1.39744
H 0.84175 0.23380 4.00770
H 0.01603 0.63168 -2.83830
H -1.03610 -0.43424 -1.93965
H -2.91689 -1.79204 -1.74377
H 1.84589 2.13722 0.90564
H -2.99587 2.25132 1.06661
H 4.08607 -3.15146 2.17832
H 3.41090 -1.94785 3.05076
H 0.65446 -0.87641 5.12877
H -2.67774 -0.10161 -0.49052
H -0.04997 3.03050 0.11678
H -1.96967 0.31771 2.09007
H 1.22371 -2.12805 0.39590
H -2.25204 2.06328 -2.28539
H -1.32317 0.02763 3.56203
H -1.18907 3.99292 2.02347
H 1.91244 0.93790 -0.20192
H 2.85113 0.07467 -2.27600
```

The calculation puts the HOMO energy at -11.2482 eV. As for the net charge: +1. The value obtained for the HOMO-LUMO gap is 8.795 eV. As for the spin multiplicity: 1. The calculation puts the LUMO energy at -2.453 eV.

---

No. 2
Molecular formula: C4H32NO11
Method: DFT, ωB97M-V with the def2-TZVPD basis set

```
48
Properties=species:S:1:pos:R:3
O 0.69639 0.32068 -1.27210
O -1.65053 2.59871 -3.17477
O 0.14095 -1.99924 -3.05537
O 0.69529 0.79879 1.79357
O -1.41915 -3.19101 -1.67706
O -0.09341 0.41691 -3.78489
O -0.24809 2.55126 0.68832
O 3.10560 2.31612 -0.14791
O -2.00860 1.93332 3.01351
O 2.55454 -0.62978 0.21562
O 1.41523 2.89319 -1.36574
N -0.11078 -1.71963 0.70471
C -1.87625 -1.68261 2.34401
C 0.33428 -2.61918 1.81601
C -1.45824 -1.01741 1.05515
C -0.69301 -2.58773 2.93597
H -0.32731 2.83824 1.61051
H -0.35399 -2.09717 3.83844
H 1.63023 1.02409 1.93277
H -0.24232 -2.26257 -0.15342
H 3.91269 2.85122 -0.18308
H 1.42207 -0.06193 -0.76844
H 0.73094 1.30440 -1.30503
H -1.31806 2.13948 3.65387
H -0.93116 0.84042 -4.03884
H -1.98155 2.02381 -2.47594
H -2.76983 2.47737 3.23968
H 0.93453 -2.36204 -3.47867
H 0.39589 1.63284 1.39348
H 0.08202 -1.05492 -3.47122
H -1.14983 2.21877 0.57695
H 1.17622 3.44759 -2.12629
H 1.03579 3.35666 -0.58381
H -1.20217 0.05017 1.10459
H -1.09493 -2.70925 -2.55458
H -2.74885 -2.35092 2.08714
H 3.26859 -1.00295 -0.30511
H -2.16507 -0.96024 3.12376
H 2.65300 2.61210 -0.95246
H 0.38004 -3.65803 1.44779
H -2.10556 -1.31781 0.21630
H 0.66601 -1.08099 0.51749
H 0.25725 0.88632 -2.99896
H -0.70599 2.45326 -3.23202
H -1.06081 -3.57690 3.12282
H 2.66331 0.31301 0.38359
H -1.78363 -4.09606 -1.84745
H 1.34826 -2.26031 2.13712
```

The calculation puts the HOMO energy (alpha / beta) at -16.4493 / -16.4491 eV. As for the net charge: +2. The expectation value of S² is 0.75. The value obtained for the HOMO-LUMO gap (alpha / beta) is 10.198 / 3.119 eV. As for the spin multiplicity: 2. The calculation puts the LUMO energy (alpha / beta) at -6.251 / -13.330 eV.

---

No. 3
Molecular formula: C4H32NO12
Method: DFT, ωB97M-V with the def2-TZVPD basis set

```
49
Properties=species:S:1:pos:R:3
O -0.40126 1.11625 2.98883
O 0.74941 -2.35943 -2.39290
O 0.13254 -2.89832 2.39513
O -1.78830 -1.00752 2.26566
O -1.24153 -0.60211 -2.87684
O -3.73477 0.26119 0.89132
O -2.27551 2.59376 -0.09484
O -0.23475 3.57051 1.34239
O -2.48729 -1.33863 -0.86404
O -0.43068 1.72611 -2.82574
O -0.70478 -4.00141 -0.07283
O 1.16026 2.81935 -0.93502
N 2.78174 0.11238 0.97092
C 3.34310 -0.84867 0.02498
C 1.75878 0.96438 0.36046
C 0.52213 0.08991 0.07367
C 2.18400 1.84129 -0.79918
H -0.32511 2.87318 2.01042
H 2.35770 1.26926 -1.73694
H 0.44970 3.28069 0.70115
H -1.92011 2.18748 -0.88788
H -0.38966 0.35855 0.62247
H 3.88804 -1.63552 0.56552
H -1.00451 0.82279 -2.81583
H 0.90171 -1.47534 -2.75713
H 1.05423 -2.67212 2.56000
H -1.59465 2.94732 0.51118
H 3.95157 -0.45739 -0.80965
H -0.32060 -2.03508 2.43673
H -2.19455 -2.25485 -0.79501
H -3.34041 -0.28331 0.17182
H 0.55226 -0.95741 0.38537
H 0.42506 -0.08661 -1.01007
H -2.01131 -0.91398 -1.74988
H -0.00364 -2.25859 -1.80218
H 0.36178 0.66767 2.60560
H 3.05504 2.47076 -0.52284
H 0.21630 -4.17711 -0.27824
H -1.74309 -1.15071 -3.48776
H 0.27583 1.48938 -3.43648
H 2.57745 -1.33039 -0.58761
H -2.20918 -0.75150 1.42727
H 0.51764 2.55597 -1.64859
H -3.38696 1.15936 0.90685
H -1.16452 0.51518 2.78899
H -0.71463 -3.45098 0.72585
H 1.45164 1.69088 1.15121
H 3.49641 0.64540 1.44199
H -2.54250 -1.08203 2.86173
```

The calculation puts the HOMO energy at -6.3472 eV. As for the net charge: -1. The value obtained for the HOMO-LUMO gap is 9.147 eV. As for the spin multiplicity: 1. The calculation puts the LUMO energy at 2.800 eV.

---

No. 4
Molecular formula: C4H33N2O13S
Method: DFT, ωB97M-V with the def2-TZVPD basis set

```
53
Properties=species:S:1:pos:R:3
S -1.50817 -0.91353 -0.75203
O 1.81433 1.94251 -3.59908
O 4.68609 -1.91807 -1.41940
O 3.17552 -2.87730 0.60513
O -0.64594 0.32593 4.32294
O 1.79299 -1.33663 2.45208
O 4.01790 0.94684 -2.44462
O 0.70683 1.86310 2.43118
O 0.83349 -2.80819 4.58779
O -3.47650 -4.25118 0.06308
O 0.66532 -0.56432 -4.51283
O -3.54400 0.71188 -2.85666
O -3.23815 0.32468 3.37385
O -0.78325 1.29356 -3.05835
N -1.12047 2.40345 1.29303
N -3.01555 1.78963 -0.22172
C -1.95007 2.73696 0.14343
C 0.56032 0.88662 0.29220
C 0.04669 1.71587 1.38597
C 0.03585 -0.55145 0.15934
H 2.65292 -1.75233 2.38322
H 3.00230 -2.78128 -0.33820
H 0.01214 -0.38223 4.28754
H 1.81277 -0.37695 2.40462
H 3.31839 1.63065 -2.45026
H 0.80790 -1.13731 -0.31363
H -2.66871 -4.50466 0.51168
H -3.84776 2.06262 0.28135
H -2.91528 0.73351 2.56725
H 0.69806 -1.43838 -4.10691
H 4.10717 0.74332 -3.37913
H -0.03066 -0.08938 -4.01778
H 0.88278 1.91126 -3.30532
H -2.69875 0.85906 0.03003
H -0.23608 1.01431 3.76111
H 2.35306 -2.81845 1.09653
H -1.31391 2.84297 -0.73108
H -1.15792 0.74672 -2.30435
H 4.77020 -1.94732 -0.45782
H -2.38884 3.69802 0.37071
H -1.42185 2.79800 2.15519
H -3.35426 -3.38411 -0.36132
H 1.85702 1.10821 -4.08395
H 4.29790 -1.06409 -1.66639
H 1.41970 -2.26502 4.04232
H -1.59189 1.80327 -3.19871
H -3.89837 1.33518 -2.20332
H -0.09563 -2.70707 4.39213
H -2.38203 0.13653 3.81377
H 0.39621 1.36161 -0.68468
H -0.16765 -0.92802 1.15668
H -2.91233 0.25312 -2.26852
H 1.64015 0.81790 0.37193
```

The calculation puts the HOMO energy at -4.9626 eV. As for the net charge: -1. The value obtained for the HOMO-LUMO gap is 7.405 eV. As for the spin multiplicity: 1. The calculation puts the LUMO energy at 2.443 eV.

---

Across the entries above, molar mass takes the values 282.31 270.30 286.30 349.38 g/mol, respectively.
Across the entries above, relative energy (zero: lowest compared OMol25 entry of this formula, charge and spin) takes the values 88.0 68.8 21.4 36.3 kcal/mol, respectively.